C19H28AuNO5 as an isolated structure at a distorted geometry, computed with ωB97M-V/def2-TZVPD.

- ΔE to the lowest compared entry with this formula, charge and spin: 69.5 kJ/mol
- LUMO energy (spin up / spin down): -0.046 / -0.130 Eh
- Multiplicity: 3
- Charge: 0
- HOMO-LUMO gap (spin up / spin down): 6.14 / 3.85 eV
- M: 547.40 g mol⁻¹

Geometry as XYZ:
```
54
Properties=species:S:1:pos:R:3:forces:R:3
Au -0.8051 -1.0722 0.6491 0.2160 0.0802 1.2392
O -0.7209 -0.8103 6.7307 0.6100 0.6212 -0.4033
O 0.3889 0.4847 8.1031 -0.5059 -0.5890 -1.3898
O -0.3010 -0.6671 -3.0148 0.2829 1.2981 -1.6191
O 2.1509 2.3691 -1.5618 -1.6321 -0.5129 0.0706
O 0.6180 0.7752 5.9599 -0.6819 -0.8405 0.2025
N 0.0906 0.1432 6.9308 0.5018 0.5945 1.0487
C -0.0066 -1.1491 -4.3640 0.4550 -0.9769 -1.4038
C -0.2340 0.6830 -3.6256 -0.0377 1.1109 0.9905
C 0.0752 0.2422 -5.0405 -0.1561 -0.1943 1.1199
C 1.6520 3.5369 -0.8735 0.6092 -0.0477 0.4489
C -2.6324 -0.9597 2.2931 -0.4525 1.6070 -2.5795
C -2.0517 -0.6221 3.5330 0.6924 1.8134 1.0230
C 0.5843 -2.0690 3.7252 2.1227 1.9058 1.1097
C 1.3126 -1.8941 -4.4600 0.0449 -0.1599 0.0471
C 0.2753 -2.7717 2.5619 0.2790 0.3098 -2.9077
C -1.6851 0.7476 3.5081 -0.2803 -1.0477 0.3070
C 0.0049 1.7733 -0.6615 0.1353 0.2197 -0.0314
C 0.9936 -2.1344 1.4337 -0.2994 -0.9991 0.4709
C 0.1818 3.2814 -0.4014 0.3930 0.0816 -0.2995
C -2.4745 0.2067 1.3816 -1.1797 -1.6905 0.6212
C 1.4243 1.2715 -0.9595 0.2400 0.2379 0.4023
C -1.1411 -1.9473 -4.9530 -0.0472 -0.3031 0.1045
C 1.9829 -1.2538 2.0870 -0.8354 -0.2664 -0.6025
C -2.0093 1.2882 2.2438 0.1103 -0.5575 0.4166
C 1.6921 -1.1906 3.4487 -1.1900 -1.0615 1.0864
H -1.2146 1.2612 4.3413 -0.0329 -0.1075 -0.1051
H 2.7867 -0.7436 1.5482 -0.3379 -0.1721 0.3312
H -0.4028 1.2673 0.2171 0.0745 0.0853 -0.0940
H -1.9195 -1.3018 4.3693 -0.0734 0.3754 -0.0009
H 0.0532 -2.1071 4.6768 0.4109 -0.0768 -0.0668
H 2.2080 -0.5989 4.1990 -0.3225 0.0162 -0.1529
H -2.0762 -1.3946 -4.8511 -0.0354 -0.1094 0.0178
H -1.2225 -2.9202 -4.4645 -0.1664 0.0044 -0.0009
H 0.0552 3.5107 0.6692 0.1485 0.0804 -0.4534
H 2.3395 3.6392 -0.0082 -0.5449 0.4062 -0.2164
H -0.9420 -2.1047 -6.0194 -0.0747 -0.0256 0.1722
H 0.6028 1.2603 -3.2106 -0.5088 -0.0490 0.0941
H -3.3115 -1.7950 2.1224 0.4461 0.1137 -0.1638
H 1.9131 1.0409 0.0017 -0.0292 -0.0517 -0.0942
H 1.4969 -2.1118 -5.5194 -0.0031 -0.0516 0.1885
H -0.6854 1.6223 -1.4899 0.1452 -0.1509 0.1187
H 1.4284 0.3605 -1.5727 0.2438 0.4281 -0.0601
H -0.7234 0.5094 -5.7399 0.4197 -0.3386 -0.0853
H 1.7597 4.4003 -1.5445 -0.0079 -0.3045 0.2445
H -3.1053 0.3510 0.5081 -0.0474 0.0761 0.2548
H 1.2186 -2.6284 0.4887 0.1853 -0.3015 0.3215
H 1.0800 0.5449 -5.3540 -0.3990 -0.1384 -0.2168
H 1.2915 -2.8418 -3.9086 -0.0107 0.1702 -0.0436
H 2.1533 -1.2888 -4.1052 -0.1765 -0.0400 0.0785
H -0.3844 -3.6420 2.4837 0.2557 0.4448 -0.0177
H -2.0243 2.3511 1.9929 0.2371 -0.4454 -0.0373
H -0.5513 3.8748 -0.9824 0.4557 -0.2630 0.3513
H -1.1895 1.2232 -3.5222 0.3536 -0.2084 0.1638
```
Forces are in eV/Å.